70
Properties=species:S:1:pos:R:3:forces:R:3 method="wB97M-V/def2-TZVPD" homo_energy_ev=-15.80 spin_multiplicity=1 charge=+3 de_lowest_kcal_mol=13.2
Zr -0.226 -0.394 0.276 0.471 0.902 -0.119
C 3.323 -0.726 -1.427 -0.021 -0.018 0.016
C 2.413 0.046 -0.524 0.047 0.118 -0.065
C 2.420 -0.165 0.859 0.088 0.065 0.006
C 1.739 0.701 1.727 0.103 0.109 0.040
C 1.029 1.788 1.217 0.196 0.179 -0.020
C 0.981 1.992 -0.169 0.239 0.198 0.023
C 1.645 1.120 -1.028 0.206 0.114 0.044
H 4.290 -0.215 -1.438 0.003 -0.007 -0.003
H 2.965 -0.745 -2.455 0.000 0.011 -0.017
H 3.499 -1.739 -1.069 0.003 -0.011 0.007
H 3.029 -0.959 1.275 -0.170 -0.080 -0.009
H 1.817 0.560 2.798 -0.121 -0.107 -0.064
H 0.576 2.505 1.889 -0.131 -0.133 -0.033
H 0.469 2.857 -0.572 -0.067 -0.101 0.018
H 1.670 1.334 -2.090 -0.120 -0.101 0.024
N -2.972 -5.762 5.997 -0.033 -0.029 0.073
C -2.486 -4.879 5.132 0.033 -0.007 -0.031
C -3.094 -3.602 4.986 0.024 0.032 -0.024
C -2.598 -2.696 4.102 0.067 -0.091 -0.005
C -1.456 -3.030 3.334 -0.109 -0.104 0.083
C -0.843 -4.301 3.455 -0.021 0.032 0.093
C -1.346 -5.201 4.344 0.017 0.074 -0.051
S -0.925 -1.976 2.175 0.032 -0.070 -0.033
O 0.533 -2.029 1.876 0.038 -0.168 0.106
O -1.225 -0.546 2.422 -0.147 -0.125 -0.175
N -1.513 -2.049 0.603 0.237 -0.612 0.392
C -0.744 -2.959 -0.172 -0.196 -0.100 0.153
N 0.150 -2.290 -0.922 -0.200 -0.172 0.121
C 0.912 -3.020 -1.755 -0.078 -0.009 -0.196
C 0.797 -4.391 -1.782 -0.008 0.122 -0.005
C -0.087 -4.977 -0.879 -0.001 0.018 0.005
N -0.862 -4.258 -0.066 -0.110 0.016 -0.092
H -3.766 -5.546 6.579 0.014 -0.010 -0.018
H -2.541 -6.663 6.126 -0.011 0.004 -0.003
H -3.952 -3.353 5.595 -0.027 0.012 0.023
H -3.054 -1.721 4.007 -0.031 0.025 -0.033
H 0.031 -4.546 2.870 0.017 -0.011 -0.042
H -0.874 -6.166 4.463 0.009 -0.015 0.004
H 1.599 -2.491 -2.401 -0.016 -0.013 0.022
H 1.390 -4.986 -2.461 0.018 -0.020 0.008
H -0.175 -6.053 -0.801 -0.009 -0.028 -0.014
N -1.765 1.159 0.481 -0.205 0.055 0.053
C -2.690 1.772 0.856 0.199 -0.109 -0.220
N -3.684 2.462 1.250 -0.051 0.079 0.011
C -4.452 3.358 0.339 -0.023 0.005 -0.028
C -5.919 2.965 0.422 -0.047 0.044 -0.079
O -6.365 2.989 1.758 0.024 0.073 0.033
C -5.689 2.054 2.562 -0.019 -0.044 0.076
C -4.208 2.393 2.640 -0.005 0.019 0.053
H -4.059 3.262 -0.672 -0.013 -0.009 0.008
H -4.302 4.377 0.697 -0.014 -0.018 -0.023
H -6.076 1.972 -0.017 0.027 0.005 -0.006
H -6.518 3.691 -0.128 0.013 -0.035 0.001
H -5.828 1.038 2.168 0.026 0.009 0.018
H -6.127 2.109 3.558 0.010 -0.011 -0.030
H -3.637 1.653 3.201 -0.026 -0.007 -0.023
H -4.064 3.380 3.083 -0.007 -0.047 0.010
Br -2.987 -2.910 -2.563 0.047 0.000 0.121
C -2.463 -2.063 -4.157 -0.148 -0.071 -0.155
C -2.737 -2.697 -5.363 0.016 0.042 -0.003
C -2.437 -2.071 -6.564 -0.015 -0.043 0.041
C -1.874 -0.805 -6.579 0.032 0.103 0.102
C -1.583 -0.161 -5.383 -0.030 -0.225 -0.133
C -1.883 -0.809 -4.194 0.374 0.087 0.018
I -1.456 0.341 -2.474 -0.409 0.202 -0.035
H -3.199 -3.674 -5.355 -0.014 -0.020 0.006
H -2.657 -2.578 -7.494 -0.015 -0.007 -0.016
H -1.657 -0.310 -7.514 0.010 0.000 -0.021
H -1.139 0.823 -5.391 0.029 0.038 0.013

---

63
Properties=species:S:1:pos:R:3:forces:R:3 method="wB97M-V/def2-TZVPD" homo_energy_ev=-10.57 spin_multiplicity=1 charge=+1 de_lowest_kcal_mol=0.6
Cd 0.094 0.495 -1.133 0.186 0.099 0.179
C 3.156 0.259 -0.910 0.089 0.085 -0.044
N 2.132 0.949 -0.094 0.009 0.100 0.077
C 2.277 2.429 -0.222 -0.050 0.012 0.149
C 0.994 3.168 0.157 0.115 -0.015 -0.011
N -0.032 2.895 -0.849 0.056 0.036 -0.156
C 0.144 3.720 -2.061 -0.014 -0.033 0.048
C -1.408 2.936 -0.419 -0.077 -0.055 -0.026
C -1.822 3.802 0.584 -0.040 -0.052 -0.015
C -3.149 3.832 0.983 0.024 0.013 0.005
C -4.067 2.996 0.368 -0.033 0.008 0.029
C -3.661 2.131 -0.634 0.027 0.006 0.006
C -2.333 2.083 -1.052 -0.033 -0.007 -0.051
S -1.906 0.942 -2.365 0.000 0.276 -0.136
C 2.219 0.543 1.312 0.119 0.021 -0.145
C 3.442 0.691 1.969 -0.095 -0.024 -0.091
C 3.596 0.326 3.291 -0.053 -0.034 0.055
C 2.513 -0.190 3.992 0.083 0.015 0.014
C 1.296 -0.329 3.359 -0.046 -0.016 -0.033
C 1.134 0.027 2.018 0.055 -0.004 0.065
S -0.504 -0.143 1.343 -0.189 0.062 -0.033
H 4.171 0.550 -0.629 -0.022 -0.010 -0.013
H 3.045 -0.814 -0.794 0.007 -0.001 0.026
H 3.007 0.523 -1.958 0.013 -0.010 -0.004
H 3.112 2.776 0.392 -0.028 -0.011 0.027
H 2.535 2.642 -1.260 -0.020 -0.032 -0.002
H 0.642 2.829 1.135 -0.002 -0.033 -0.039
H 1.212 4.239 0.245 -0.003 -0.029 -0.017
H -0.025 4.775 -1.824 0.002 0.003 -0.017
H 1.149 3.602 -2.463 0.002 0.003 -0.009
H -0.567 3.399 -2.819 0.003 -0.007 0.026
H -1.106 4.465 1.052 0.015 0.010 0.005
H -3.462 4.511 1.763 -0.005 0.007 0.013
H -5.105 3.012 0.670 -0.012 0.002 0.005
H -4.377 1.471 -1.105 -0.019 -0.013 -0.014
H 4.288 1.098 1.433 0.031 0.017 -0.007
H 4.555 0.447 3.775 0.015 0.007 0.003
H 2.614 -0.474 5.030 0.017 0.003 0.006
H 0.442 -0.710 3.905 -0.009 0.000 -0.020
Ge -0.502 -2.389 0.916 -0.227 -0.119 0.110
C 0.869 -2.633 -0.432 0.111 0.005 -0.043
C 2.115 -3.161 -0.103 0.004 -0.035 0.056
C 3.084 -3.356 -1.082 -0.035 0.025 -0.046
C 2.824 -2.996 -2.397 -0.026 -0.032 -0.011
C 1.589 -2.456 -2.740 0.105 -0.040 -0.036
C 0.613 -2.291 -1.765 -0.050 0.080 -0.003
C -2.292 -2.800 0.330 -0.064 0.035 0.001
C -2.929 -3.940 0.817 0.082 -0.075 0.074
C -4.202 -4.275 0.382 -0.017 -0.009 -0.009
C -4.853 -3.471 -0.541 -0.020 0.007 -0.014
C -4.234 -2.328 -1.026 -0.018 -0.065 0.043
C -2.962 -1.992 -0.590 0.113 0.121 -0.018
H -0.103 -3.044 2.240 0.033 -0.017 -0.031
H 2.335 -3.439 0.921 -0.013 -0.005 0.001
H 4.041 -3.784 -0.817 0.001 -0.009 0.006
H 3.576 -3.151 -3.159 0.004 0.007 -0.007
H 1.376 -2.200 -3.769 -0.016 0.010 -0.014
H -0.372 -1.936 -2.064 -0.035 -0.142 -0.006
H -2.436 -4.579 1.540 0.011 0.002 0.007
H -4.686 -5.163 0.765 0.001 -0.011 0.011
H -5.846 -3.736 -0.880 -0.011 0.003 -0.005
H -4.738 -1.697 -1.745 -0.005 0.025 -0.016
H -2.513 -1.084 -0.987 -0.045 -0.159 0.099

---

61
Properties=species:S:1:pos:R:3:forces:R:3 method="wB97M-V/def2-TZVPD" homo_energy_ev="-11.03 / -11.09" s_squared=4.189 spin_multiplicity=4 charge=+1
C -2.725 0.057 -0.098 -0.093 -0.058 -1.487
C -2.007 1.246 0.275 0.049 0.362 -0.775
C -1.030 1.536 -0.727 -1.134 0.295 -0.659
H -2.246 1.880 1.125 0.258 -0.301 -0.106
C -1.134 0.533 -1.747 -0.824 0.615 0.477
C -2.188 -0.393 -1.361 -1.149 1.027 0.074
H -0.579 0.529 -2.685 -0.029 -0.218 0.480
C -0.146 -1.461 1.793 0.819 0.711 0.625
C -0.536 -0.130 2.226 0.402 -1.363 0.397
C 0.596 0.733 2.066 1.076 -0.188 -0.322
H -1.441 0.084 2.790 0.269 0.030 -0.213
C 1.661 0.003 1.487 -0.939 1.310 0.771
C 1.176 -1.315 1.207 -1.382 -0.955 0.814
H -0.390 2.418 -0.751 0.009 -0.537 0.050
H -2.555 -1.250 -1.920 0.284 0.319 0.143
H -3.551 -0.403 0.449 0.413 0.125 -0.173
H 1.795 -2.144 0.851 -0.447 0.407 0.023
H 0.630 1.781 2.375 -0.041 -0.490 -0.271
H -0.699 -2.379 1.979 0.212 0.245 -0.240
Mn -0.691 -0.493 0.067 2.800 -1.136 1.116
C 3.120 0.420 1.444 0.060 0.521 -0.787
C 3.893 -0.501 2.398 0.000 -0.293 0.174
C 3.266 1.869 1.929 -0.096 -0.052 -0.238
H 3.543 -0.339 3.425 0.083 -0.075 -0.186
H 4.975 -0.300 2.374 -0.351 0.032 -0.071
H 3.738 -1.560 2.156 0.108 0.168 0.030
H 2.870 1.967 2.944 0.179 0.060 -0.076
H 2.702 2.530 1.264 0.161 0.048 0.172
H 4.324 2.162 1.923 -0.261 -0.042 0.060
C 3.742 0.302 0.015 0.309 -0.148 0.041
C 3.170 1.255 -1.025 -0.822 0.698 -0.068
H 3.611 -0.722 -0.382 0.062 0.270 0.150
H 4.828 0.474 0.105 -0.314 -0.144 -0.017
O 1.997 1.637 -0.968 0.383 -1.029 0.247
N 3.976 1.723 -2.018 0.147 -0.499 0.021
C 3.389 2.432 -3.172 -0.042 -0.181 0.121
H 4.899 1.308 -2.136 -0.426 0.272 0.103
C 2.370 3.478 -2.779 -0.175 0.800 -0.054
C 1.170 3.607 -3.490 0.219 -0.046 0.296
H 0.934 2.858 -4.252 0.003 0.327 0.145
C 0.284 4.656 -3.211 0.202 0.040 0.076
H -0.646 4.743 -3.782 0.368 0.003 0.227
C 0.604 5.601 -2.229 0.178 -0.196 -0.049
H -0.054 6.455 -2.055 0.158 -0.326 0.007
C 1.791 5.464 -1.492 0.025 -0.310 -0.252
H 2.056 6.185 -0.714 -0.162 -0.221 -0.298
C 2.663 4.406 -1.769 -0.166 0.088 -0.155
H 3.587 4.281 -1.196 -0.294 0.153 -0.184
H 2.923 1.710 -3.862 0.122 0.154 0.178
H 4.213 2.921 -3.709 -0.155 -0.187 0.149
F 1.140 -5.534 -2.983 -0.443 1.071 0.617
C 0.707 -4.405 -2.326 0.162 -0.635 -0.241
C -0.434 -4.489 -1.528 0.160 0.669 0.149
C -0.844 -3.332 -0.830 0.289 -0.430 -0.260
C -0.131 -2.142 -0.965 -0.009 -0.231 -0.607
C 0.983 -2.077 -1.804 0.055 -0.483 -0.243
C 1.434 -3.227 -2.482 -0.382 0.406 0.340
H -0.990 -5.420 -1.439 0.208 0.163 -0.076
H -1.725 -3.376 -0.179 0.308 -0.104 -0.296
H 1.518 -1.130 -1.930 -0.092 -0.346 0.026
H 2.328 -3.185 -3.104 -0.312 -0.162 0.104

---

60
Properties=species:S:1:pos:R:3:forces:R:3 method="wB97M-V/def2-TZVPD" homo_energy_ev=-9.48 spin_multiplicity=1 charge=+1
C 2.410 -1.161 3.063 2.028 -0.166 0.042
C 3.624 -1.894 2.993 -0.431 0.218 -0.435
C 4.888 -1.228 2.971 0.233 0.082 0.203
C 6.076 -1.948 2.972 -0.108 0.285 -0.022
C 6.053 -3.355 2.973 -0.528 0.349 0.021
C 4.823 -4.034 2.955 -0.399 0.022 -0.032
C 3.630 -3.322 2.944 0.063 -0.320 0.077
C 1.111 -1.727 3.054 -2.189 -0.905 -1.693
C 0.376 -2.019 1.921 1.897 0.382 1.388
C -0.878 -2.723 1.921 -1.985 -0.840 0.108
C -1.584 -2.913 0.702 0.620 0.236 0.517
C -2.779 -3.619 0.653 -0.187 -0.193 0.407
C -3.325 -4.160 1.830 0.491 0.332 -0.190
C -2.654 -3.979 3.050 0.119 0.109 -0.112
C -1.451 -3.273 3.102 0.100 0.186 -0.770
H 2.498 -0.080 3.191 0.141 -0.027 0.165
H 4.896 -0.136 2.966 0.097 -0.311 0.042
H 7.034 -1.420 2.982 -0.405 -0.197 -0.042
H 6.987 -3.917 2.990 -0.270 0.177 -0.002
H 4.799 -5.127 2.957 0.024 0.423 -0.039
H 2.668 -3.839 2.920 0.325 0.091 0.059
H 0.633 -1.881 4.025 0.211 0.211 -0.048
H 0.779 -1.726 0.947 -0.047 -0.164 0.228
H -1.155 -2.484 -0.206 -0.191 -0.131 0.153
H -3.292 -3.754 -0.302 0.176 0.065 0.340
H -4.263 -4.715 1.793 0.299 0.171 0.042
H -3.076 -4.395 3.968 0.154 0.144 -0.304
H -0.930 -3.138 4.051 -0.285 -0.169 -0.153
C -3.267 2.580 1.313 0.130 -0.015 0.090
C -2.516 3.546 0.402 0.224 -0.063 -0.051
C -3.127 4.939 0.471 0.034 0.017 -0.011
C -2.447 2.996 -1.034 -0.249 -0.387 0.191
C -1.773 3.953 -1.996 0.220 0.653 0.292
C -1.445 3.320 -3.327 -0.045 -0.546 -0.025
N -0.749 2.050 -3.091 0.006 0.176 -0.772
C 0.092 1.417 -4.014 -0.011 0.270 0.234
C 0.510 0.161 -3.560 0.482 -0.063 -0.912
C 1.380 -0.615 -4.323 -0.257 0.480 0.013
C 1.841 -0.102 -5.544 -0.108 0.130 0.053
C 1.435 1.168 -5.987 -0.129 -0.183 0.335
C 0.550 1.944 -5.221 0.150 -0.354 0.003
S -0.185 -0.230 -2.017 -0.170 -0.012 0.400
C -1.034 1.327 -1.958 -0.696 0.822 0.919
N -1.765 1.692 -0.972 0.237 -0.561 -0.698
H -4.315 2.476 1.001 0.170 0.008 0.042
H -2.789 1.597 1.298 -0.187 0.134 0.013
H -3.251 2.968 2.337 -0.087 -0.108 -0.072
H -1.473 3.610 0.760 -0.182 -0.031 -0.096
H -4.154 4.934 0.085 0.112 0.055 0.039
H -3.156 5.273 1.513 -0.072 0.017 -0.128
H -2.539 5.667 -0.094 -0.138 -0.007 0.070
H -3.502 2.855 -1.363 0.461 -0.207 0.072
H -2.426 4.815 -2.163 0.184 -0.071 -0.037
H -0.849 4.323 -1.528 -0.106 -0.027 -0.109
H -2.375 3.142 -3.888 0.271 -0.033 -0.038
H -0.791 3.964 -3.914 -0.077 0.003 -0.001
H 1.667 -1.591 -3.944 0.110 0.105 -0.258
H 2.523 -0.700 -6.153 -0.234 0.225 0.191
H 1.810 1.554 -6.938 -0.148 -0.130 0.346
H 0.224 2.936 -5.539 0.156 -0.356 -0.040